Formula: C41H104ClF24N6O10P4
Source: the Open Molecules 2025 dataset
Level of theory: ωB97M-V/def2-TZVPD

Calculated values
* HOMO-LUMO gap: 9.24 eV
* net charge: +1

Element x y z (Å)
Cl  -0.817  -2.816  -1.421
C  -3.113  9.294  2.528
C  -4.197  8.258  2.223
C  -4.554  7.451  3.454
C  -5.352  6.190  3.126
N  -6.313  5.611  4.204
C  -5.673  5.699  5.658
C  -4.467  4.740  5.615
C  -5.017  3.595  4.725
C  -6.403  4.081  4.120
C  -7.649  6.282  3.985
C  -8.438  5.842  2.749
C  -9.897  6.254  2.833
H  -2.946  9.912  1.695
H  -2.273  8.691  2.736
H  -3.421  9.847  3.422
H  -3.706  7.624  1.489
H  -5.103  8.565  1.673
H  -5.251  8.170  3.998
H  -3.705  7.460  4.079
H  -4.674  5.378  2.947
H  -5.937  6.434  2.279
H  -6.474  5.304  6.345
H  -5.525  6.686  5.836
H  -4.266  4.387  6.619
H  -3.625  5.212  5.140
H  -5.203  2.699  5.384
H  -4.334  3.319  3.943
H  -7.297  3.730  4.625
H  -6.579  3.823  3.075
H  -7.419  7.309  3.888
H  -8.249  6.151  4.843
H  -8.448  4.742  2.631
H  -7.872  6.247  1.869
H  -9.983  7.313  2.846
H  -10.434  5.843  3.677
H  -10.445  5.876  1.871
C  -1.567  -2.494  2.425
O  -1.458  -1.047  2.697
C  -0.677  -0.326  1.777
C  0.758  -0.245  2.385
N  0.716  0.637  3.584
H  0.084  1.488  3.380
H  0.141  0.081  4.240
C  1.984  1.104  4.188
C  1.915  0.848  5.653
O  1.161  -0.331  5.900
C  1.906  -1.475  6.072
H  -2.086  -2.901  3.299
H  -0.514  -2.776  2.332
H  -2.135  -2.523  1.525
H  -1.147  0.718  1.745
H  -0.696  -0.777  0.819
H  1.518  0.132  1.753
H  1.038  -1.333  2.582
H  2.136  2.108  3.799
H  2.783  0.531  3.710
H  1.417  1.598  6.210
H  2.907  0.728  6.036
H  2.589  -1.387  6.930
H  2.598  -1.700  5.244
H  1.268  -2.332  6.229
C  9.013  -0.205  -2.304
O  7.875  -0.332  -1.472
C  6.944  0.776  -1.508
C  5.494  0.293  -1.219
N  5.321  -1.195  -1.569
H  5.587  -1.414  -2.536
H  5.895  -1.658  -0.862
C  3.878  -1.716  -1.366
C  3.800  -3.079  -2.077
O  4.821  -3.819  -1.550
C  5.074  -4.917  -2.421
H  9.727  -1.016  -2.088
H  9.444  0.731  -2.219
H  8.757  -0.227  -3.364
H  6.988  1.037  -2.571
H  7.141  1.657  -0.928
H  4.809  0.789  -1.933
H  5.160  0.488  -0.240
H  3.275  -1.040  -1.922
H  3.580  -1.771  -0.342
H  3.902  -2.916  -3.172
H  2.804  -3.557  -2.054
H  5.567  -5.706  -1.865
H  5.554  -4.544  -3.355
H  4.153  -5.298  -2.745
C  2.947  3.023  -0.343
O  2.373  2.203  -1.388
C  0.990  2.022  -1.255
C  0.552  1.041  -2.313
N  0.908  1.495  -3.714
H  1.812  1.925  -3.751
H  0.902  0.708  -4.336
C  0.037  2.572  -4.218
C  0.833  3.363  -5.222
O  1.911  4.006  -4.659
C  2.841  4.530  -5.613
H  3.996  3.063  -0.581
H  2.619  2.486  0.549
H  2.479  4.021  -0.429
H  0.357  2.997  -1.339
H  0.636  1.614  -0.290
H  -0.520  0.718  -2.289
H  1.010  0.036  -2.148
H  -0.492  3.033  -3.348
H  -0.845  2.107  -4.641
H  0.157  4.131  -5.715
H  1.062  2.719  -6.072
H  2.936  3.816  -6.474
H  3.778  4.625  -5.128
H  2.487  5.489  -6.007
C  1.382  -5.342  4.543
O  1.140  -4.589  3.378
C  2.181  -4.921  2.516
C  1.936  -4.472  1.085
N  0.582  -4.849  0.542
H  -0.088  -4.080  0.660
H  0.686  -5.004  -0.467
C  -0.062  -6.077  1.036
C  -1.490  -6.171  0.486
O  -2.266  -5.407  1.351
C  -3.438  -4.966  0.693
H  2.364  -5.135  4.931
H  1.420  -6.372  4.320
H  0.630  -5.104  5.361
H  2.192  -6.009  2.434
H  3.141  -4.460  2.900
H  2.709  -4.844  0.442
H  1.987  -3.410  0.953
H  -0.071  -6.070  2.105
H  0.565  -6.853  0.658
H  -1.789  -7.227  0.544
H  -1.614  -5.767  -0.567
H  -3.255  -4.352  -0.104
H  -4.036  -4.545  1.473
H  -4.071  -5.834  0.350
C  0.211  -0.777  -6.447
O  -0.044  -1.085  -5.077
C  0.654  -2.248  -4.727
C  -0.227  -3.412  -5.141
N  -1.518  -3.481  -4.377
H  -1.329  -3.444  -3.339
H  -2.106  -2.732  -4.650
C  -2.232  -4.757  -4.720
C  -3.428  -4.939  -3.831
O  -4.127  -3.797  -4.113
C  -5.057  -3.449  -3.083
H  -0.386  0.096  -6.802
H  -0.077  -1.618  -7.113
H  1.284  -0.516  -6.622
H  0.746  -2.222  -3.646
H  1.545  -2.383  -5.351
H  0.303  -4.354  -5.045
H  -0.522  -3.485  -6.157
H  -1.535  -5.574  -4.713
H  -2.610  -4.578  -5.720
H  -3.057  -5.163  -2.785
H  -3.984  -5.843  -4.202
H  -4.877  -3.948  -2.200
H  -6.111  -3.601  -3.481
H  -5.027  -2.320  -3.041
P  4.030  0.369  -5.219
F  2.928  -0.216  -4.140
F  5.252  -0.284  -4.207
F  3.903  -1.017  -5.966
F  5.077  0.834  -6.313
F  2.844  1.043  -6.044
F  4.194  1.679  -4.265
P  -0.969  3.977  2.291
F  0.184  3.033  1.522
F  -1.472  4.694  0.991
F  -2.127  2.822  2.016
F  -2.013  4.740  3.193
F  -0.483  3.085  3.581
F  0.109  5.071  2.634
P  0.936  -6.784  -2.862
F  1.011  -6.049  -4.282
F  1.683  -5.456  -2.086
F  -0.543  -5.979  -2.634
F  0.812  -7.370  -1.422
F  0.055  -7.976  -3.530
F  2.253  -7.506  -3.164
P  4.780  -1.445  2.587
F  4.677  -2.644  1.558
F  4.128  -0.374  1.456
F  3.284  -1.815  3.048
F  4.744  -0.142  3.571
F  5.374  -2.447  3.635
F  6.211  -0.982  1.993

Here are the Mulliken charges for atoms 1 to 99, given in e: -0.77, -1.39, -0.69, -0.55, -0.76, 0.27, -0.85, -0.36, -0.45, -0.89, -0.96, 0.01, -1.45, 0.42, 0.37, 0.32, 0.35, 0.45, 0.30, 0.50, 0.52, 0.19, 0.48, 0.71, 0.56, -0.09, 0.39, 0.19, 0.43, 0.51, 0.44, 0.49, 0.22, 0.28, 0.39, 0.38, 0.34, -0.08, -0.50, -0.13, 0.44, 0.37, 0.13, 0.80, 0.18, -0.99, -0.43, -0.46, 0.20, -0.17, 0.37, -0.08, 0.21, 0.24, -0.64, 0.44, -0.38, 0.44, 0.51, 0.43, 0.01, 0.22, -0.92, -0.29, -0.90, 0.32, 0.02, 0.55, 0.64, 0.13, -0.68, -0.30, -0.86, 0.22, 0.42, 0.34, 0.36, 0.40, -0.57, 0.49, -0.24, -0.07, 0.71, 0.18, 0.29, 0.35, 0.23, -0.68, -0.07, 1.21, -0.33, 1.77, 0.01, -0.63, -0.76, -0.50, -0.24, -0.75, 0.24